Entry 1:
The following is a DFT calculation (wB97M-V/def2-TZVPD) of a 14-piece molecular cluster, CH27O16 overall.

Each atom is followed by the atoms it is bonded to, with distances in Å.
Cartesian coordinates (Å):
1 C -3.246 -21.718 2.991  O2 1.271, O3 1.347, O4 1.273
2 O -2.457 -22.687 2.758  C1 1.271
3 O -3.080 -21.016 4.129  C1 1.347, H5 0.982
4 O -4.138 -21.320 2.175  C1 1.273
5 H -2.269 -21.322 4.590  O3 0.982
6 O -1.236 -21.835 6.346  H7 0.975, H8 0.971
7 H -0.642 -21.549 5.627  O6 0.975
8 H -0.796 -22.661 6.603  O6 0.971
9 O -6.213 -20.161 3.599  H10 0.958, H11 0.946
10 H -6.403 -20.688 4.376  O9 0.958
11 H -5.449 -20.615 3.276  O9 0.946
12 O -3.442 -18.778 1.509  H13 0.954, H14 0.961
13 H -3.659 -19.610 1.923  O12 0.954
14 H -3.602 -18.032 2.093  O12 0.961
15 O -3.370 -25.099 3.226  H16 0.954, H17 0.942
16 H -3.115 -24.212 2.983  O15 0.954
17 H -4.298 -25.141 3.072  O15 0.942
18 O -4.043 -19.973 6.522  H19 0.951, H20 0.953
19 H -3.105 -19.844 6.616  O18 0.951
20 H -4.048 -20.880 6.231  O18 0.953
21 O -5.419 -23.848 1.783  H22 0.969, H23 1.003
22 H -5.127 -24.257 0.954  O21 0.969
23 H -4.780 -23.086 1.910  O21 1.003
24 O -1.118 -18.507 2.909  H25 0.981, H26 0.944
25 H -1.166 -19.022 3.743  O24 0.981
26 H -1.787 -18.888 2.362  O24 0.944
27 O -2.256 -23.388 0.224  H28 0.977, H29 0.940
28 H -2.750 -23.143 1.031  O27 0.977
29 H -1.761 -24.111 0.565  O27 0.940
30 O -0.133 -21.050 4.074  H31 0.993, H32 0.935
31 H 0.476 -21.827 3.969  O30 0.993
32 H 0.408 -20.381 4.440  O30 0.935
33 O -4.340 -17.937 3.922  H34 0.996, H35 0.923
34 H -3.527 -18.174 4.446  O33 0.996
35 H -4.816 -18.720 3.812  O33 0.923
36 O -0.718 -24.268 4.328  H37 0.947, H38 0.990
37 H 0.018 -24.243 3.732  O36 0.947
38 H -1.422 -23.699 3.927  O36 0.990
39 O -0.821 -20.993 1.309  H40 0.918, H41 0.944
40 H -0.544 -20.479 2.018  O39 0.918
41 H -1.337 -21.645 1.757  O39 0.944
42 O -5.574 -20.416 0.289  H43 0.969, H44 0.944
43 H -5.031 -20.467 -0.512  O42 0.969
44 H -5.017 -20.687 1.002  O42 0.944

Values from the calculation:
- E_tot (eV) = -34239.013
- energy relative to the best compared isomer or geometry (same formula, charge and spin) (kJ/mol) = 72.0
- net charge = -1

Taken from the natural (NBO) analysis, the atomic charges in e are: 1.017, -0.848, -0.735, -0.813, 0.520, -0.985, 0.472, 0.486, -0.946, 0.459, 0.480, -0.979, 0.477, 0.498, -0.984, 0.473, 0.479, -0.930, 0.461, 0.472, -0.973, 0.473, 0.487, -0.965, 0.442, 0.500, -0.953, 0.479, 0.454, -0.945, 0.502, 0.482, -0.959, 0.469, 0.491, -0.974, 0.452, 0.504, -0.947, 0.459, 0.469, -0.959, 0.458, 0.481



Entry 2:
The following is a DFT calculation (wB97M-V/def2-TZVPD) of a 3-piece molecular cluster, C2H9O2S overall.

Each atom is followed by the atoms it is bonded to, with distances in Å.
Cartesian coordinates (Å):
1 C 0.318 0.119 -1.938  C2 1.542, H4 1.093, H5 1.107, H6 1.104
2 C -0.082 -0.101 -0.465  C1 1.542, S3 1.825, H7 1.099, H8 1.109
3 S 1.377 0.064 0.618  C2 1.825
4 H 0.844 -0.823 -2.113  C1 1.093
5 H -0.522 0.302 -2.635  C1 1.107
6 H 1.013 0.969 -2.057  C1 1.104
7 H -1.005 0.405 -0.151  C2 1.099
8 H -0.366 -1.172 -0.433  C2 1.109
9 H 0.325 3.073 0.003  O11 0.959
10 H 0.418 2.067 1.136  O11 0.991
11 O 0.234 3.024 0.956  H9 0.959, H10 0.991
12 H -0.173 -2.897 2.475  O14 0.971
13 H -1.237 -2.083 2.083  O14 0.974
14 O -1.142 -2.948 2.522  H12 0.971, H13 0.974

Values from the calculation:
- E_tot (eV) = -17151.249
- energy relative to the best compared isomer or geometry (same formula, charge and spin) (kJ/mol) = 53.5
- net charge = -1

Taken from the natural (NBO) analysis, the atomic charges in e are: -0.629, -0.533, -0.706, 0.206, 0.173, 0.197, 0.173, 0.167, 0.454, 0.499, -0.999, 0.473, 0.477, -0.953



Entry 3:
The following is a DFT calculation (wB97M-V/def2-TZVPD) of one molecule with the formula C2H6S2.

Each atom is followed by the atoms it is bonded to, with distances in Å.
Cartesian coordinates (Å):
1 C 1.064 1.046 1.590  S2 1.841, H5 1.081, H6 1.093, H7 1.077
2 S -0.324 1.389 0.430  C1 1.841, S3 2.024
3 S 0.061 0.213 -1.172  S2 2.024, C4 1.794
4 C -1.003 -1.207 -1.440  S3 1.794, H8 1.089, H9 1.107, H10 1.078
5 H 0.718 1.663 2.408  C1 1.081
6 H 1.232 -0.027 1.706  C1 1.093
7 H 1.958 1.469 1.163  C1 1.077
8 H -2.077 -1.046 -1.364  C4 1.089
9 H -0.915 -1.468 -2.512  C4 1.107
10 H -0.714 -2.032 -0.809  C4 1.078

Values from the calculation:
- SMILES = CSSC
- E_tot (eV) = -23841.407
- energy relative to the best compared isomer or geometry (same formula, charge and spin) (kJ/mol) = 39.2
- net charge = 0

Taken from the natural (NBO) analysis, the atomic charges in e are: -0.724, 0.077, 0.061, -0.766, 0.225, 0.228, 0.215, 0.228, 0.240, 0.215



Entry 4:
The following is a DFT calculation (wB97M-V/def2-TZVPD) of a 2-piece molecular cluster, C2H8NS overall.

Each atom is followed by the atoms it is bonded to, with distances in Å.
Cartesian coordinates (Å):
1 C -1.044 -0.909 0.332  C2 1.549, H4 1.134, H5 1.096, H6 1.096
2 C 0.287 -0.280 0.812  C1 1.549, N3 1.461, H7 1.105, H8 1.147
3 N 1.283 -0.432 -0.246  C2 1.461, H9 1.028, H10 0.998
4 H -0.852 -1.939 -0.104  C1 1.134
5 H -1.748 -1.014 1.166  C1 1.096
6 H -1.405 -0.283 -0.493  C1 1.096
7 H 0.146 0.799 1.004  C2 1.105
8 H 0.695 -0.859 1.715  C2 1.147
9 H 1.172 0.361 -0.891  N3 1.028
10 H 2.200 -0.446 0.146  N3 0.998
11 S -0.282 1.920 -1.403  H12 1.336
12 H -0.453 3.083 -2.039  S11 1.336

Values from the calculation:
- E_tot (eV) = -14529.815
- energy relative to the best compared isomer or geometry (same formula, charge and spin) (kJ/mol) = 26.8
- net charge = -1

Taken from the natural (NBO) analysis, the atomic charges in e are: -0.631, -0.225, -0.892, 0.186, 0.178, 0.252, 0.206, 0.147, 0.405, 0.333, -1.058, 0.101